Entry 1:
Formula: C38H55N3O4P2S3Si2TeTi
Source: OMol25
Level of theory: wB97M-V/def2-TZVPD

Last column: Löwdin charge in e.
Atoms and positions in Å:
Ti -1.07812 -0.19686 -0.62406  0.710
S 2.50251 1.40111 -0.03570  0.240
P 1.65912 0.31221 1.37701  0.358
C 0.43037 -0.80934 0.93386  -0.603
P -0.75643 -1.30715 2.04059  0.460
S -2.53624 -0.47647 1.56054  0.393
C -1.03600 -3.13685 2.10862  -0.331
C 0.00915 -4.02857 1.90318  -0.096
C -0.19511 -5.39842 1.99184  -0.086
C -1.45218 -5.89689 2.30249  -0.117
C -2.49766 -5.01205 2.53407  -0.103
C -2.28908 -3.64373 2.44137  -0.112
C -0.47237 -1.10555 3.85168  -0.308
C 0.61659 -1.72779 4.45889  -0.083
C 0.81953 -1.61294 5.82469  -0.091
C -0.06875 -0.88023 6.60245  -0.108
C -1.15623 -0.26253 6.00389  -0.094
C -1.35643 -0.37363 4.63375  -0.100
C 1.05147 1.47301 2.67709  -0.316
C 1.50102 1.57034 3.98991  -0.105
C 0.96486 2.51982 4.85248  -0.109
C -0.03622 3.37444 4.41664  -0.106
C -0.50702 3.26980 3.11278  -0.077
C 0.03378 2.32995 2.25126  -0.088
C 3.06624 -0.58752 2.16707  -0.335
C 4.10156 0.09828 2.80403  -0.116
C 5.18813 -0.58467 3.32674  -0.100
C 5.28314 -1.96520 3.18345  -0.118
C 4.29274 -2.64790 2.49430  -0.097
C 3.19479 -1.95872 1.99253  -0.109
H 0.98438 -3.64456 1.63966  0.070
H 0.62838 -6.07787 1.80449  0.096
H -1.61717 -6.96643 2.36096  0.089
H -3.48433 -5.38994 2.77704  0.093
H -3.10941 -2.95257 2.59398  0.070
H 1.31648 -2.29992 3.86252  0.094
H 1.67697 -2.09372 6.28104  0.097
H 0.09277 -0.78634 7.67011  0.090
H -1.84550 0.32307 6.60061  0.097
H -2.18898 0.12774 4.15531  0.065
H 2.24554 0.88176 4.36576  0.087
H 1.32181 2.57475 5.87507  0.092
H -0.45721 4.11086 5.09195  0.088
H -1.29841 3.92041 2.75908  0.093
H -0.33195 2.25175 1.23403  0.066
H 4.06191 1.17889 2.86020  0.100
H 5.97496 -0.03740 3.83327  0.092
H 6.13728 -2.49826 3.58497  0.087
H 4.37456 -3.71797 2.34037  0.093
H 2.42400 -2.46659 1.42695  0.064
O -0.33394 -0.74051 -2.31942  -0.607
S -1.65176 -0.51843 -3.20897  0.656
O -1.97736 -1.80478 -3.84444  -0.466
O -0.95783 1.51237 -0.67537  -0.507
O -2.60782 -0.31210 -1.97645  -0.576
C 1.96867 3.37759 -6.75063  -0.203
Si 2.10905 4.62058 -5.34904  0.347
C 3.43247 5.87007 -5.87714  -0.206
C 0.50106 5.56677 -5.15711  -0.193
C 2.56457 3.79628 -3.75368  -0.601
Te 1.06479 2.30640 -3.21442  1.169
C 0.18710 3.55918 -1.74175  -0.621
Si -1.64240 3.23833 -1.05527  0.262
C -2.56958 3.43155 -2.71407  -0.180
C -1.52582 4.95974 -0.14110  -0.199
C -3.18765 2.70281 0.00354  -0.220
H 1.57412 3.85451 -7.65234  0.020
H 1.30447 2.55545 -6.48090  0.005
H 2.94996 2.96119 -6.99516  0.022
H 3.15376 6.35710 -6.81654  0.014
H 4.39709 5.37811 -6.02813  0.016
H 3.56960 6.64864 -5.12271  0.018
H 0.23146 6.07754 -6.08575  0.020
H 0.59171 6.32042 -4.37065  0.029
H -0.31057 4.89055 -4.88096  0.013
H 2.57477 4.51106 -2.92831  0.005
H 3.53862 3.30508 -3.76888  -0.008
H 0.11009 4.53586 -2.23246  -0.018
H 0.90512 3.63798 -0.92291  -0.031
H -1.94818 3.17046 -3.57333  -0.015
H -2.86883 4.48120 -2.82195  0.020
H -3.47148 2.81700 -2.74539  0.018
H -1.09548 5.74154 -0.77278  0.007
H -0.87041 4.86330 0.73424  0.002
H -2.50253 5.29661 0.21836  0.007
H -3.62060 1.76756 -0.35779  -0.001
H -3.95398 3.48669 -0.08003  0.014
H -2.95722 2.57984 1.06696  -0.003
C 0.86953 -3.36677 -1.51544  -0.060
N -0.36087 -3.95901 -2.01291  -0.138
C -0.26158 -4.43207 -3.38018  -0.075
C -1.56086 -3.54153 -1.50640  -0.437
N -1.64237 -2.60400 -0.63304  0.098
N -2.66860 -4.27826 -1.95648  -0.172
C -2.66401 -5.68771 -1.61939  -0.076
C -3.95768 -3.64204 -1.79145  -0.074
H 1.65151 -4.13408 -1.51492  0.084
H 0.71781 -2.98449 -0.51013  0.036
H 1.18002 -2.52509 -2.13598  0.084
H 0.08775 -3.62663 -4.03230  0.086
H -1.23330 -4.74947 -3.74390  0.079
H 0.44496 -5.26815 -3.42622  0.078
H -2.57336 -2.54918 -0.23387  0.022
H -1.66759 -6.10307 -1.75754  0.078
H -3.36086 -6.22251 -2.27086  0.079
H -2.96500 -5.86004 -0.57415  0.078
H -3.87665 -2.59206 -2.06753  0.076
H -4.34331 -3.72249 -0.76148  0.086
H -4.67386 -4.12852 -2.45792  0.084

## Properties
- Total energy: -150213.6910 eV
- HOMO: -1.586 eV
- Relative energy (zero: lowest compared OMol25 entry of this formula, charge and spin): 0.00 kJ/mol
- Frontier orbital gap: 5.6 eV
- Charge: -2

=====

Entry 2:
Formula: C38H56BKN8OS
Source: OMol25
Level of theory: wB97M-V/def2-TZVPD

Last column: Löwdin charge in e.
Atoms and positions in Å:
K -1.42495 -0.87356 -0.69550  0.566
C 5.74338 0.84809 0.90928  -0.042
C 4.55087 0.08921 1.38324  -0.306
C 4.38563 -1.26386 1.58792  0.007
C 3.01160 -1.41378 1.87747  -0.278
N 2.40485 -0.24055 1.85872  0.161
N 3.35252 0.67940 1.57631  0.002
B 2.93599 2.08827 1.12474  -0.532
N 2.66342 2.05526 -0.39905  0.025
N 2.94650 0.93563 -1.09523  0.155
C 2.61851 1.17236 -2.35183  -0.268
C 2.10181 2.47767 -2.48317  0.017
C 2.15181 3.00360 -1.20428  -0.288
C 1.75374 4.35499 -0.71217  -0.028
C 2.81109 0.08687 -3.38551  -0.546
C 1.97575 0.40246 -4.62687  -0.060
C 2.34268 -1.24639 -2.79122  -0.054
C 4.29541 -0.00795 -3.75993  -0.060
N 1.67153 2.54835 1.89691  0.011
N 0.41105 2.36699 1.44330  0.155
C -0.39638 2.88657 2.35592  -0.275
C 0.34725 3.40927 3.43350  0.007
C 1.66435 3.16719 3.09734  -0.292
C 2.91228 3.43693 3.87269  -0.043
C -1.89329 2.92447 2.12841  -0.547
C -2.22662 4.13781 1.24972  -0.051
C -2.35320 1.65170 1.41794  -0.068
C -2.62470 3.05407 3.46396  -0.065
C 2.21322 -2.66646 2.15145  -0.549
C 1.76701 -2.68512 3.61856  -0.058
C 0.97345 -2.66718 1.24904  -0.055
C 3.06236 -3.90401 1.85901  -0.068
H 6.60970 0.18822 0.85270  0.068
H 5.98351 1.68902 1.56200  0.067
H 5.54125 1.24511 -0.08878  0.072
H 5.14109 -2.02729 1.49407  0.090
H 3.84153 2.86306 1.36598  0.107
H 1.72275 2.96649 -3.36631  0.092
H 1.56395 5.01401 -1.55994  0.070
H 2.54002 4.79697 -0.09638  0.075
H 0.85097 4.29322 -0.10045  0.057
H 0.91844 0.45718 -4.35760  0.065
H 2.09921 -0.38535 -5.37479  0.081
H 2.27791 1.35330 -5.07577  0.072
H 1.34866 -1.11632 -2.37233  0.052
H 3.01478 -1.56065 -1.98986  0.074
H 2.29323 -2.02348 -3.55763  0.080
H 4.64164 0.92767 -4.20925  0.075
H 4.45998 -0.81943 -4.47592  0.073
H 4.89188 -0.20121 -2.86653  0.073
H -0.01162 3.86680 4.34182  0.089
H 2.66246 3.83398 4.85717  0.067
H 3.55892 4.14996 3.35943  0.067
H 3.48406 2.51665 4.00567  0.077
H -1.69931 4.06471 0.29753  0.077
H -1.92350 5.06483 1.74387  0.079
H -3.30085 4.18217 1.04677  0.079
H -1.93910 1.60277 0.41092  0.055
H -3.44005 1.61811 1.31355  0.084
H -2.04090 0.75501 1.95706  0.075
H -2.34214 3.97641 3.97857  0.069
H -2.39403 2.21105 4.11892  0.085
H -3.70456 3.07429 3.29752  0.079
H 1.18738 -1.78593 3.83123  0.078
H 2.63463 -2.69810 4.28367  0.078
H 1.15179 -3.56468 3.83129  0.074
H 0.38154 -1.77771 1.46656  0.061
H 0.37058 -3.56397 1.42226  0.078
H 1.25849 -2.64842 0.19459  0.087
H 3.94098 -3.93749 2.50809  0.074
H 3.40018 -3.90349 0.82097  0.085
H 2.47937 -4.81377 2.02662  0.078
O -1.06872 -0.41193 -3.23634  -0.285
N -1.42848 -1.08873 -4.28428  -0.245
C -1.83106 -0.39369 -5.37549  -0.056
C -2.19255 -1.00432 -6.54571  -0.108
C -2.15061 -2.40050 -6.60171  -0.124
C -1.76817 -3.10144 -5.48682  -0.130
C -1.40607 -2.47261 -4.27237  -0.729
S -0.98790 -3.32414 -2.86162  0.500
H -1.82183 0.67280 -5.20641  0.126
H -2.50388 -0.40313 -7.38853  0.085
H -2.42462 -2.92830 -7.50736  0.087
H -1.74079 -4.18168 -5.48892  0.084
C -3.11843 -3.46629 1.34244  -0.099
N -2.94458 -2.15584 1.93877  -0.276
C -2.25424 -2.25856 3.20667  -0.119
C -4.21125 -1.45801 2.10614  -0.213
C -4.98026 -1.21282 0.81862  -0.305
C -6.36541 -1.35671 0.87191  -0.105
C -7.14671 -1.09970 -0.24991  -0.156
C -6.50791 -0.71485 -1.42058  -0.155
C -5.11731 -0.59757 -1.44475  -0.179
C -4.27149 -0.83004 -0.34278  -0.140
H -3.76788 -4.11475 1.96121  0.084
H -2.14709 -3.95191 1.23771  0.073
H -3.57105 -3.36535 0.35705  0.080
H -2.84276 -2.82657 3.95515  0.080
H -2.07256 -1.26329 3.61890  0.079
H -1.29727 -2.76340 3.07845  0.055
H -3.97862 -0.49521 2.57522  0.101
H -4.84974 -2.01182 2.82610  0.107
H -6.84469 -1.67651 1.79692  0.083
H -8.22596 -1.20989 -0.21119  0.072
H -7.09293 -0.51723 -2.31638  0.073
H -4.67094 -0.30808 -2.39813  0.063

## Properties
- Total energy: -82123.0552 eV
- HOMO: -1.529 eV
- Relative energy (zero: lowest compared OMol25 entry of this formula, charge and spin): 23.89 kJ/mol
- Frontier orbital gap: 5.7 eV
- Charge: -2

=====

Number 1: lowest unoccupied orbital energy 4.046 eV. Number 2: lowest unoccupied orbital energy 4.138 eV.